No. 1
{"formula": "C23H29N3O4", "method": "the ωB97M-V functional and the def2-TZVPD basis", "species": ["C", "O", "C", "C", "C", "O", "N", "C", "H", "C", "H", "H", "C", "C", "H", "C", "H", "H", "H", "H", "O", "C", "C", "C", "C", "C", "C", "H", "H", "C", "O", "N", "H", "C", "C", "N", "C", "C", "C", "C", "H", "H", "H", "C", "H", "H", "H", "H", "H", "H", "H", "H", "H", "H", "H", "H", "H", "H", "H"], "positions_angstrom": [[-8.166, -2.467, -1.169], [-8.563, -1.345, -0.591], [-7.575, -0.374, -0.111], [-6.944, 0.306, -1.197], [-6.058, 1.187, -0.682], [-6.510, 2.423, -0.303], [-4.939, 0.833, 0.029], [-4.331, -0.357, -0.381], [-4.741, -0.997, 0.453], [-2.747, -0.395, -0.205], [-2.462, 0.506, -0.962], [-2.506, -1.255, -0.489], [-2.267, -0.001, 1.047], [-3.250, 1.318, 1.739], [-2.717, 1.951, 2.144], [-4.080, 1.886, 0.690], [-4.631, 2.544, 0.991], [-3.329, 2.319, -0.046], [-3.887, 0.863, 2.305], [-2.226, -0.590, 2.005], [-1.084, 0.828, 0.927], [-0.017, 0.207, 0.999], [0.196, -1.162, 0.936], [1.369, -1.830, 0.876], [2.582, -0.961, 0.257], [2.562, 0.280, 0.440], [1.266, 0.683, 0.617], [1.195, 2.103, 0.546], [3.266, 0.833, 0.357], [3.903, -1.897, 0.363], [3.928, -2.863, -0.246], [4.938, -1.233, 0.609], [4.945, -0.202, 1.043], [6.280, -1.781, 0.401], [7.088, -0.594, -0.150], [6.667, 0.896, 0.028], [7.323, 1.741, -0.656], [8.518, 1.607, -0.864], [9.027, 0.359, -1.262], [8.222, -0.640, -0.687], [8.792, -1.852, -0.719], [9.854, 0.240, -1.537], [8.944, 2.409, -1.478], [6.618, 2.939, -0.273], [5.737, 3.073, 0.331], [6.441, 3.380, -1.265], [7.481, 3.689, 0.109], [6.355, -2.633, -0.245], [6.827, -1.935, 1.226], [1.385, -2.890, 0.767], [-0.637, -1.849, 0.997], [-4.586, -0.775, -1.263], [-7.558, 0.948, -1.847], [-6.390, -0.411, -1.742], [-8.157, 0.161, 0.681], [-6.969, -0.933, 0.734], [-7.511, -3.065, -0.701], [-7.828, -2.205, -2.156], [-9.044, -3.016, -1.421]], "gap_ha": 0.3010, "homo_energy_ev": -8.2, "total_charge": 0}

***

No. 2
{"formula": "C4H6AgClO2", "method": "the ωB97M-V functional and the def2-TZVPD basis", "species": ["Ag", "Cl", "O", "C", "O", "C", "C", "C", "H", "H", "H", "H", "H", "H"], "positions_angstrom": [[-0.115, 1.006, -4.706], [-0.140, 2.603, -2.761], [0.009, 1.946, 1.905], [-0.024, 0.840, 1.437], [-0.474, -0.205, 2.055], [-0.615, -1.325, 1.120], [0.362, -1.003, -0.021], [0.443, 0.528, -0.012], [-1.643, -1.419, 0.784], [-0.288, -2.193, 1.683], [0.028, -1.389, -0.980], [1.342, -1.404, 0.232], [-0.317, 1.067, -0.593], [1.434, 0.950, -0.142]], "gap_ha": [0.3151, 0.1364], "homo_energy_ev": [-13.3, -12.9], "multiplicity": 2, "total_charge": 1}

***

No. 3
{"formula": "C3H7NO4S", "method": "the ωB97M-V functional and the def2-TZVPD basis", "species": ["C", "C", "C", "H", "H", "H", "H", "H", "H", "H", "N", "O", "O", "O", "O", "S"], "positions_angstrom": [[0.882, -0.723, 0.174], [-0.259, -0.790, -0.858], [1.607, 0.623, 0.121], [2.389, -1.930, 0.821], [2.408, -1.637, -0.771], [0.408, -0.793, 1.158], [-0.340, -1.840, -1.124], [-0.079, -0.210, -1.781], [-1.070, 1.677, -0.082], [1.373, 2.453, 0.332], [1.781, -1.840, 0.007], [-1.828, 1.301, -0.499], [-1.800, -0.559, 1.255], [0.794, 1.677, 0.377], [2.772, 0.768, -0.132], [-1.902, -0.311, -0.202]], "gap_ha": 0.3732, "homo_energy_ev": -9.7, "total_charge": 0}

***

No. 4
{"formula": "CH6NS", "method": "the ωB97M-V functional and the def2-TZVPD basis", "species": ["S", "H", "C", "N", "H", "H", "H", "H", "H"], "positions_angstrom": [[0.344, -2.942, 1.106], [1.476, -3.512, 1.556], [-0.631, 1.049, 0.019], [0.017, 0.626, -1.232], [-0.767, 0.186, 0.674], [-1.652, 1.375, -0.209], [-0.158, 1.878, 0.566], [0.642, 1.403, -1.493], [0.728, -0.063, -0.987]], "gap_ha": [0.0973, 0.2550], "homo_energy_ev": [4.5, 0.1], "multiplicity": 2, "total_charge": -2}

***

No. 5
{"formula": "CH3NS2", "method": "the ωB97M-V functional and the def2-TZVPD basis", "species": ["C", "N", "S", "S", "H", "H", "H"], "positions_angstrom": [[0.598, 0.444, 0.106], [-0.152, -0.190, 0.935], [1.943, 1.295, 0.231], [-0.560, 0.389, -1.937], [0.133, -0.399, 1.783], [-0.965, -0.720, 0.551], [-0.997, -0.818, -1.669]], "gap_ha": 0.3076, "homo_energy_ev": -8.8, "total_charge": 0}

***

No. 6
{"formula": "C2H5N2O2", "method": "the ωB97M-V functional and the def2-TZVPD basis", "species": ["C", "C", "N", "N", "O", "O", "H", "H", "H", "H", "H"], "positions_angstrom": [[0.528, 0.104, -0.654], [0.313, 0.335, 0.758], [-0.643, -0.362, -1.362], [0.657, 1.432, 1.288], [0.420, 1.692, 2.515], [-0.958, -1.737, -0.912], [0.720, 1.032, -1.126], [1.355, -0.624, -0.847], [-0.224, -0.457, 1.257], [-0.921, -1.715, 0.073], [-1.246, 0.300, -0.990]], "gap_ha": 0.2431, "homo_energy_ev": -2.4, "total_charge": -1}

***

No. 7
{"formula": "C5H13NO", "method": "the ωB97M-V functional and the def2-TZVPD basis", "species": ["C", "N", "C", "C", "C", "C", "H", "H", "H", "H", "H", "H", "H", "H", "H", "H", "H", "H", "H", "O"], "positions_angstrom": [[-1.133, 0.728, 0.662], [-1.242, -2.111, 0.797], [-0.137, -1.551, 0.248], [0.025, -0.154, 0.341], [1.365, 0.476, 0.451], [0.902, -2.482, -0.270], [-2.059, 0.183, 0.776], [-0.882, 1.303, 1.556], [-1.350, 1.489, -0.092], [-1.577, -1.658, 1.640], [-1.118, -3.100, 0.976], [2.055, 0.017, -0.255], [1.371, 1.548, 0.299], [1.794, 0.181, 1.412], [0.473, -3.132, -1.038], [1.251, -3.180, 0.501], [1.766, -1.964, -0.653], [-0.668, 3.947, -1.495], [0.566, 3.355, -2.230], [0.209, 4.153, -1.829]], "gap_ha": [0.3726, 0.2772], "homo_energy_ev": [-13.9, -14.3], "multiplicity": 2, "total_charge": 1}

***

No. 8
{"formula": "C46H37BiF6N5O8P2S4", "method": "the ωB97M-V functional and the def2-TZVPD basis", "species": ["Bi", "N", "N", "C", "N", "S", "H", "H", "H", "H", "H", "O", "C", "C", "C", "C", "C", "C", "P", "C", "C", "C", "C", "C", "C", "C", "C", "C", "C", "C", "C", "C", "C", "C", "C", "C", "C", "P", "C", "C", "C", "C", "C", "C", "C", "C", "C", "C", "C", "C", "H", "H", "H", "H", "H", "H", "H", "H", "H", "H", "H", "H", "H", "H", "H", "H", "H", "H", "H", "H", "H", "H", "H", "H", "H", "H", "H", "H", "F", "C", "F", "F", "S", "O", "O", "N", "S", "O", "O", "C", "F", "F", "F", "O", "C", "N", "S", "O", "O", "C", "C", "C", "C", "C", "C", "H", "H", "H", "H"], "positions_angstrom": [[-0.087, 0.830, 0.040], [-1.738, 3.453, -0.270], [-0.923, 4.576, -0.159], [0.358, 4.497, 0.201], [1.064, 5.626, 0.135], [1.184, 3.124, 0.817], [-1.945, 3.266, -1.253], [-2.606, 3.627, 0.224], [-1.211, 5.410, -0.655], [0.721, 6.412, -0.394], [2.064, 5.550, 0.229], [0.162, -2.415, 1.358], [0.045, -2.622, 2.708], [-0.202, -3.883, 3.236], [-0.388, -4.020, 4.599], [-0.347, -2.908, 5.434], [-0.129, -1.657, 4.890], [0.071, -1.490, 3.518], [0.335, 0.195, 2.866], [1.893, 0.698, 3.651], [2.847, -0.269, 3.973], [4.082, 0.106, 4.480], [4.375, 1.447, 4.676], [3.429, 2.413, 4.368], [2.195, 2.045, 3.854], [-0.995, 1.156, 3.642], [-0.861, 1.818, 4.860], [-1.943, 2.488, 5.411], [-3.168, 2.495, 4.758], [-3.313, 1.828, 3.550], [-2.230, 1.167, 2.992], [0.695, -3.329, 0.469], [1.701, -4.232, 0.747], [2.168, -5.022, -0.296], [1.652, -4.899, -1.579], [0.645, -3.981, -1.840], [0.150, -3.199, -0.806], [-1.092, -1.896, -0.874], [-2.628, -2.669, -0.311], [-3.399, -3.481, -1.137], [-4.575, -4.035, -0.656], [-4.976, -3.792, 0.651], [-4.206, -2.987, 1.478], [-3.038, -2.417, 0.995], [1.805, -0.186, -0.604], [1.946, -0.521, -1.948], [3.049, -1.241, -2.380], [4.025, -1.635, -1.475], [3.893, -1.302, -0.136], [2.785, -0.586, 0.298], [-0.256, -4.739, 2.577], [-0.580, -5.001, 5.013], [-0.494, -3.019, 6.499], [-0.111, -0.790, 5.539], [2.628, -1.321, 3.837], [4.812, -0.654, 4.725], [5.339, 1.739, 5.071], [3.649, 3.461, 4.526], [1.469, 2.810, 3.614], [0.087, 1.813, 5.383], [-1.829, 3.003, 6.356], [-4.010, 3.016, 5.194], [-4.269, 1.820, 3.042], [-2.362, 0.646, 2.049], [2.122, -4.312, 1.739], [2.957, -5.736, -0.101], [2.038, -5.517, -2.378], [0.246, -3.872, -2.839], [-3.089, -3.681, -2.155], [-5.179, -4.658, -1.302], [-5.893, -4.229, 1.023], [-4.521, -2.793, 2.495], [-2.449, -1.774, 1.641], [1.210, -0.208, -2.679], [3.153, -1.478, -3.431], [4.891, -2.186, -1.817], [4.657, -1.588, 0.576], [2.723, -0.325, 1.345], [0.262, 3.673, -5.312], [0.510, 2.528, -4.702], [-0.551, 1.727, -4.842], [1.553, 1.936, -5.272], [0.851, 2.824, -2.880], [-0.006, 1.824, -2.222], [0.477, 4.188, -2.648], [2.307, 2.393, -2.627], [3.591, 3.102, -3.261], [4.537, 2.107, -3.640], [3.261, 4.185, -4.135], [4.320, 3.876, -1.755], [3.536, 4.880, -1.319], [4.450, 2.992, -0.770], [5.511, 4.378, -2.050], [-1.334, -1.816, -2.550], [-2.126, -0.821, -2.943], [-2.694, -0.032, -2.109], [-3.642, 1.071, -2.934], [-5.014, 0.828, -2.634], [-3.101, 2.382, -2.713], [-3.220, 0.466, -4.545], [-3.606, 0.918, -5.785], [-3.087, 0.245, -6.889], [-2.221, -0.833, -6.736], [-1.846, -1.279, -5.474], [-2.362, -0.609, -4.381], [-4.276, 1.758, -5.902], [-3.360, 0.569, -7.884], [-1.832, -1.328, -7.615], [-1.168, -2.113, -5.350]], "gap_ha": 0.3028, "homo_energy_ev": -10.9, "total_charge": 1}

***

no.,total energy (a.u.)
1,-1358.294070
2,-913.298064
3,-872.416890
4,-494.490172
5,-890.970640
6,-339.077256
7,-328.009331
8,-5739.914534